Model a:
Entry from the Open Molecules 2025 dataset: a structure of composition C5H6N2S (ωB97M-V/def2-TZVPD).

XYZ file:
```
14
C5H6N2S, DFT ωB97M-V/def2-TZVPD
C -1.704 1.334 -0.092
C 0.248 0.272 -1.308
C 1.529 0.456 -1.267
C -0.519 0.759 0.408
C -0.738 -0.629 0.903
N -2.729 1.650 -0.501
N 0.559 1.537 0.903
S 2.116 1.040 0.384
H -0.474 -0.023 -2.053
H 2.280 0.407 -2.043
H 0.175 -1.202 0.897
H -1.553 -0.976 0.204
H -1.403 -0.469 1.815
H 0.431 2.595 1.012
```

- HOMO-LUMO gap: 9.2 eV
- 2S+1: 1
- HOMO: -8.691 eV

Model b:
Entry from the Open Molecules 2025 dataset: a cluster of 2 separate species, C5H6N2S in total (ωB97M-V/def2-TZVPD).

XYZ file:
```
14
C5H6N2S, DFT ωB97M-V/def2-TZVPD
C 1.382 -1.833 -0.593
C 0.103 -1.484 -0.756
C 0.934 -0.445 0.888
C -0.549 2.390 -0.182
C -1.214 0.322 0.495
N 1.948 -1.199 0.454
N -0.197 -0.543 0.249
S -1.552 3.606 -0.183
H 1.840 -2.668 -1.047
H -0.592 -1.557 -1.562
H 1.033 0.185 1.780
H 0.310 2.291 -0.833
H -1.452 0.667 1.522
H -1.993 0.267 -0.232
```

- HOMO-LUMO gap (spin up / spin down): 7.3 / 7.3 eV
- 2S+1: 1
- HOMO (spin up / spin down): -7.924 / -7.925 eV

Model c:
Entry from the Open Molecules 2025 dataset: the molecule C5H6N2S (ωB97M-V/def2-TZVPD).

XYZ file:
```
14
C5H6N2S, DFT ωB97M-V/def2-TZVPD
N -0.509 1.617 -2.634
C -0.275 0.655 -2.124
C -0.254 -0.750 -1.650
C 1.119 -1.375 -1.617
C 2.133 -0.577 -0.753
N 2.781 -1.357 0.207
C 2.845 -2.485 0.651
S 3.055 -3.810 1.390
H -0.878 -1.212 -2.414
H -0.708 -0.685 -0.527
H 1.547 -1.462 -2.595
H 1.074 -2.309 -1.075
H 2.901 -0.116 -1.332
H 1.515 0.329 -0.207
```

- SMILES string: N#CCCCN=C=S
- HOMO-LUMO gap: 10.0 eV
- 2S+1: 1
- HOMO: -9.420 eV

Short version: model b is the least stable of them.

Model a:
Entry from the Open Molecules 2025 dataset: the molecule C3H3ClS2 (ωB97M-V/def2-TZVPD).

XYZ file:
```
9
C3H3ClS2, DFT ωB97M-V/def2-TZVPD
C 1.214 1.306 0.862
C 2.358 0.799 0.472
C 0.003 -0.958 -0.267
S -0.390 0.561 0.740
S 1.004 -2.256 0.484
Cl 3.492 -0.041 -0.246
H 1.284 2.365 1.368
H -1.168 -1.184 -0.372
H 0.636 -0.670 -1.170
```

- HOMO-LUMO gap (spin up / spin down): 8.3 / 5.6 eV
- 2S+1: 1
- HOMO (spin up / spin down): -8.506 / -7.894 eV

Model b:
Entry from the Open Molecules 2025 dataset: the molecule C3H3ClS2 (ωB97M-V/def2-TZVPD).

XYZ file:
```
9
C3H3ClS2, DFT ωB97M-V/def2-TZVPD
S 2.532 -1.313 0.875
C 2.031 0.256 0.535
S 0.616 0.747 -0.422
C -0.700 -0.339 0.169
C -1.935 0.022 -0.408
Cl -2.396 1.447 -1.376
H 2.971 0.979 0.605
H -0.287 -1.299 0.415
H -2.833 -0.501 -0.393
```

- SMILES string: S=CS/C=C\Cl
- HOMO-LUMO gap: 8.0 eV
- 2S+1: 1
- HOMO: -8.915 eV

Short version: model a is the least stable of them.